Entry 1:
Computed, not measured: an isolated molecule of C3H7NO2 at a distorted geometry, with the ωB97M-V functional and the def2-TZVPD basis.

Geometry as ORCA input:
```
! wB97M-V def2-TZVPD RIJCOSX def2/J DEFGRID3
* xyz 0 1
C 1.517 -0.006 -0.415
C 0.107 -0.231 0.222
N -0.974 -0.640 -0.736
C -0.542 0.935 0.966
O -0.021 1.564 1.825
O -1.756 1.164 0.515
H 2.117 -0.857 -0.491
H 1.107 0.462 -1.309
H 2.011 0.676 0.284
H 0.020 -0.981 1.115
H -1.248 -1.531 -0.274
H -0.453 -0.960 -1.564
H -1.885 0.405 -0.136
*
```

Properties
**Highest occupied orbital energy**: -9.82 eV
**SMILES**: C[C@H](N)C(=O)O
**E**: -323.7249 Ha
**E_LUMO**: 0.56 eV

Results of the Mulliken charge analysis, in e, for atoms 1 through 6: -1.153, 0.420, -0.760, 0.261, -0.578, -0.532

=====

Entry 2:
Computed, not measured: an isolated molecule of C3H7NO2 at a distorted geometry, with the ωB97M-V functional and the def2-TZVPD basis.

Geometry as ORCA input:
```
! wB97M-V def2-TZVPD RIJCOSX def2/J DEFGRID3
* xyz 0 1
C 0.434 -0.351 1.222
C -0.352 -0.373 -0.095
N -1.610 0.378 -0.123
C 0.529 0.067 -1.228
O 0.815 -0.613 -2.174
O 1.066 1.287 -1.012
H -0.206 -0.327 2.114
H 0.973 -1.317 1.204
H 1.248 0.338 1.415
H -0.676 -1.403 -0.259
H -2.401 -0.224 0.044
H -1.607 1.144 0.536
H 1.786 1.393 -1.645
*
```

Properties
**Highest occupied orbital energy**: -9.50 eV
**SMILES**: C[C@@H](N)C(=O)O
**E**: -323.7492 Ha
**E_LUMO**: 0.79 eV

Results of the Mulliken charge analysis, in e, for atoms 1 through 6: -1.356, 0.585, -0.656, 0.316, -0.550, -0.462

=====

Q: Which of these has the lowest E_LUMO?
A: number 1

=====

Q: Among the records above, which one has the highest E?
A: number 1

=====

Q: Look up the E of the first one.
A: -323.7249 Ha

=====

Q: Look up the E_LUMO of the first one.
A: 0.56 eV